# 1
ClHNO3P | wB97M-V/def2-TZVPD

## Properties
relative energy (zero: lowest compared OMol25 entry of this formula, charge and spin) = 25.3 kcal/mol
highest occupied orbital energy = 0.054 Ha
orbital gap = 5.14 eV

```
! RIJCOSX wB97M-V def2-TZVPD def2/J DEFGRID3
* xyz -2 1
N 1.358 0.222 1.117
O -0.389 -0.370 -2.232
P -1.034 -0.523 -0.932
H 0.683 0.475 1.853
Cl 2.468 1.467 1.033
O -1.980 0.549 -0.537
O -1.107 -1.820 -0.302
*
```

Löwdin atomic charge list, values in e, 5 entries: -0.7767 -0.4102 0.1172 -0.1576 0.0575

---

# 2
ClHNO3P | wB97M-V/def2-TZVPD

## Properties
<S²> = 2.01
relative energy (zero: lowest compared OMol25 entry of this formula, charge and spin) = 91.3 kcal/mol
highest occupied orbital energy (spin up / spin down) = -0.198 / -0.431 Ha
orbital gap (spin up / spin down) = 5.69 / 8.32 eV

```
! RIJCOSX wB97M-V def2-TZVPD def2/J DEFGRID3
* xyz 0 3
N -0.472 -0.614 0.026
O -1.123 0.317 0.912
H 0.431 -0.206 0.115
Cl -3.707 -0.971 0.019
O -2.831 1.862 -0.249
P -2.431 0.516 0.013
O -1.125 -0.256 -1.158
*
```

Löwdin atomic charge list, values in e, 5 entries: -0.0050 -0.2396 0.1370 0.4307 -0.3125

---

# 3
ClHg | wB97M-V/def2-TZVPD

## Properties
relative energy (zero: lowest compared OMol25 entry of this formula, charge and spin) = 3.6 kcal/mol
highest occupied orbital energy = -0.626 Ha
orbital gap = 7.21 eV

```
! RIJCOSX wB97M-V def2-TZVPD def2/J DEFGRID3
* xyz 1 1
Hg -1.180 -1.116 -12.768
Cl 0.386 -1.218 -14.685
*
```

Just the Löwdin charges please, in e? Sure, here they are: 1.0684 -0.0684

---

# 4
ClI2P | wB97M-V/def2-TZVPD

## Properties
relative energy (zero: lowest compared OMol25 entry of this formula, charge and spin) = 41.3 kcal/mol
highest occupied orbital energy (spin up / spin down) = -0.370 / -0.308 Ha
orbital gap (spin up / spin down) = 8.46 / 5.12 eV

```
! RIJCOSX wB97M-V def2-TZVPD def2/J DEFGRID3
* xyz 0 1
P 0.914 -0.262 0.604
I -3.041 0.988 0.906
I 2.575 0.428 -1.010
Cl -0.448 -1.155 -0.500
*
```

Just the Löwdin charges please, in e? Sure, here they are: -0.1869 0.0200 0.2176 -0.0507

---

# 5
ClI3P2 | wB97M-V/def2-TZVPD

## Properties
relative energy (zero: lowest compared OMol25 entry of this formula, charge and spin) = 2.4 kcal/mol
highest occupied orbital energy = -0.316 Ha
orbital gap = 6.91 eV

```
! RIJCOSX wB97M-V def2-TZVPD def2/J DEFGRID3
* xyz 0 1
P 0.348 -0.916 0.942
Cl -2.118 0.005 -1.042
I -0.972 3.163 0.041
I 0.449 -2.940 -0.364
I 2.619 -0.086 1.119
P -0.327 0.774 -0.696
*
```

Löwdin atomic charge list, values in e, 5 entries: -0.4225 0.0174 0.1752 0.2584 0.2253

---

# 6
ClILi | wB97M-V/def2-TZVPD

## Properties
highest occupied orbital energy = -0.184 Ha
orbital gap = 8.01 eV

```
! RIJCOSX wB97M-V def2-TZVPD def2/J DEFGRID3
* xyz -1 1
Cl -1.775 -1.525 0.971
Li 0.548 -0.253 0.231
I 1.227 1.778 -1.201
*
```

Just the Löwdin charges please, in e? Sure, here they are: -0.7758 0.3459 -0.5701

---

# 7
ClIO2S | wB97M-V/def2-TZVPD

## Properties
relative energy (zero: lowest compared OMol25 entry of this formula, charge and spin) = 2.7 kcal/mol
highest occupied orbital energy = -0.378 Ha
orbital gap = 8.38 eV

```
! RIJCOSX wB97M-V def2-TZVPD def2/J DEFGRID3
* xyz 0 1
O -0.850 2.246 1.640
O -2.248 0.454 1.057
I 1.831 -0.646 -2.154
Cl 2.182 -2.945 -1.789
S -0.916 0.890 1.246
*
```

Just the Löwdin charges please, in e? Sure, here they are: -0.4241 -0.4226 0.3098 -0.2977 0.8345

---

# 8
ClLi3 | wB97M-V/def2-TZVPD

## Properties
<S²> = 0.75
relative energy (zero: lowest compared OMol25 entry of this formula, charge and spin) = 0.0 kcal/mol
highest occupied orbital energy (spin up / spin down) = -1.123 / -1.104 Ha
orbital gap (spin up / spin down) = 16.98 / 8.65 eV

```
! RIJCOSX wB97M-V def2-TZVPD def2/J DEFGRID3
* xyz 3 2
Li -1.227 1.493 0.540
Li -0.182 -1.999 1.531
Cl -0.038 -0.241 -0.330
Li 1.447 0.746 -1.741
*
```

Just the Löwdin charges please, in e? Sure, here they are: 0.8529 0.9035 0.3850 0.8586

---

| no. | largest force on an atom (eV/A) |
| --- | --- |
| 1 | 2.939 |
| 2 | 6.884 |
| 3 | 2.323 |
| 4 | 1.580 |
| 5 | 1.593 |
| 6 | 1.132 |
| 7 | 1.831 |
| 8 | 2.149 |